Record 1
This record from OMol25 describes C9H21ClCuN3O3 as an isolated structure. The level of theory is the ωB97M-V functional and the def2-TZVPD basis.

Properties
Kohn-Sham gap: 7.732 eV
ΔE to the lowest compared entry with this formula, charge and spin: 0.000 eV
LUMO energy: 0.32 eV
HOMO level: -7.414 eV
E_tot: -2846.2296 Ha

Geometry (Å):
Cu1 -14.966 -20.645 11.723
Cl1 -13.966 -18.148 11.316
C1 -11.053 -21.320 12.969
C2 -12.318 -21.748 13.694
O1 -13.421 -21.454 13.252
N1 -12.168 -22.762 14.568
C3 -13.315 -23.511 15.086
H1 -10.441 -22.111 12.532
H2 -10.326 -20.947 13.702
H3 -11.278 -20.523 12.266
H4 -11.263 -23.033 14.909
H5 -14.214 -22.905 15.066
H6 -13.179 -23.688 16.156
H7 -13.370 -24.469 14.574
C4 -15.657 -19.781 15.339
C5 -16.775 -20.438 14.609
O2 -16.653 -20.751 13.425
N2 -17.872 -20.816 15.309
C6 -19.132 -21.217 14.764
H8 -15.439 -18.826 14.864
H9 -14.766 -20.393 15.175
H10 -15.802 -19.869 16.417
H11 -17.775 -20.583 16.284
H12 -19.882 -20.457 15.002
H13 -19.470 -22.202 15.086
H14 -19.213 -21.236 13.678
C7 -13.333 -24.274 10.964
C8 -13.596 -22.971 10.204
O3 -14.630 -22.323 10.259
N3 -12.604 -22.642 9.363
C9 -12.504 -21.297 8.741
H15 -12.463 -24.849 10.654
H16 -14.283 -24.800 11.023
H17 -13.053 -24.033 11.996
H18 -11.768 -23.197 9.354
H19 -12.918 -20.597 9.461
H20 -12.989 -21.320 7.765
H21 -11.477 -21.078 8.451

Atoms 1-3, force components in eV/Å:
Cu 0.416 0.912 0.122
Cl -0.396 -1.301 0.184
C 0.783 0.907 1.228

Charges per atom according to natural (NBO) partitioning, unit e:
1 Cu 0.887
2 Cl -0.917
3 C -0.723
4 C 0.689
5 O -0.682
6 N -0.610
7 C -0.423
8 H 0.228
9 H 0.225
10 H 0.269
11 H 0.397
12 H 0.236
13 H 0.201
14 H 0.200
15 C -0.720
16 C 0.690
17 O -0.689
18 N -0.601
19 C -0.427
20 H 0.278
21 H 0.250
22 H 0.202
23 H 0.389
24 H 0.199
25 H 0.201
26 H 0.242
27 C -0.714
28 C 0.698
29 O -0.699
30 N -0.590
31 C -0.428
32 H 0.216
33 H 0.245
34 H 0.233
35 H 0.389
36 H 0.252
37 H 0.204
38 H 0.203

***

Record 2
This record from OMol25 describes C17H49NaO8S7 as an isolated structure. The level of theory is the ωB97M-V functional and the def2-TZVPD basis.

Properties
Kohn-Sham gap: 3.069 eV
ΔE to the lowest compared entry with this formula, charge and spin: 7.462 eV
LUMO energy: -2.65 eV
HOMO level: -5.717 eV
E_tot: -4228.0977 Ha

Geometry (Å):
Na1 -0.467 2.402 -5.658
C1 0.971 0.328 0.077
C2 0.279 1.774 -0.036
C3 0.758 2.645 1.087
O1 0.600 2.194 -1.379
H1 2.033 0.295 0.320
H2 0.858 -0.288 -0.815
H3 0.492 -0.337 0.796
H4 -0.747 1.408 -0.003
H5 0.547 3.706 0.947
H6 1.778 2.698 1.467
H7 0.061 2.466 1.906
C4 -0.871 -6.952 3.944
S1 -0.643 -5.233 3.428
O2 -1.180 -4.529 4.675
C5 1.203 -5.246 3.389
H8 -1.918 -7.129 4.187
H9 -0.309 -6.962 4.878
H10 -0.478 -7.672 3.226
H11 1.720 -6.087 2.927
H12 1.569 -5.027 4.392
H13 1.376 -4.436 2.681
C6 -5.197 4.603 -3.714
S2 -6.435 3.980 -5.049
O3 -7.651 3.594 -4.172
C7 -7.008 5.570 -5.876
H14 -4.367 5.125 -4.190
H15 -4.796 3.953 -2.936
H16 -5.829 5.266 -3.123
H17 -6.928 6.375 -5.145
H18 -8.046 5.534 -6.206
H19 -6.262 5.829 -6.628
C8 5.952 0.471 -4.291
S3 5.590 -0.654 -5.721
O4 6.185 -1.989 -5.532
C9 3.774 -0.745 -5.520
H20 5.387 1.389 -4.455
H21 7.024 0.500 -4.485
H22 5.740 -0.021 -3.342
H23 3.331 0.247 -5.429
H24 3.523 -1.334 -4.638
H25 3.378 -1.279 -6.383
C10 -3.970 1.816 5.084
S4 -4.111 3.647 5.484
O5 -5.165 3.865 6.591
C11 -4.785 4.268 3.883
H26 -3.358 1.345 4.315
H27 -5.041 1.657 4.956
H28 -3.724 1.302 6.013
H29 -4.205 4.057 2.985
H30 -4.976 5.315 4.118
H31 -5.717 3.710 3.799
C12 5.971 1.758 1.923
S5 6.319 3.405 1.183
O6 5.267 3.733 0.164
C13 6.298 4.491 2.803
H32 5.963 0.966 1.175
H33 5.056 1.883 2.504
H34 6.811 1.375 2.503
H35 5.447 4.101 3.361
H36 6.110 5.429 2.280
H37 7.189 4.417 3.426
C14 -5.134 -2.159 0.664
S6 -6.865 -1.753 0.203
O7 -7.515 -1.183 1.484
C15 -6.567 -0.347 -0.987
H38 -5.070 -2.344 1.737
H39 -4.616 -1.200 0.643
H40 -4.556 -2.933 0.159
H41 -5.863 0.337 -0.514
H42 -7.591 0.006 -1.113
H43 -6.152 -0.664 -1.944
C16 4.380 -4.627 -1.612
S7 5.871 -5.154 -0.700
O8 5.530 -4.489 0.626
C17 5.443 -6.895 -0.402
H44 3.460 -4.938 -1.115
H45 4.491 -4.972 -2.640
H46 4.320 -3.539 -1.576
H47 5.985 -7.448 0.365
H48 5.686 -7.583 -1.211
H49 4.386 -7.087 -0.216

Atoms 1-3, force components in eV/Å:
Na 0.119 -0.024 0.661
C -0.250 -0.316 0.419
C 2.875 -2.605 -3.825

Charges per atom according to Mulliken partitioning, unit e:
1 Na 0.789
2 C -1.158
3 C 0.528
4 C -1.032
5 O -0.885
6 H 0.229
7 H 0.327
8 H 0.328
9 H 0.062
10 H 0.335
11 H 0.206
12 H 0.277
13 C -0.899
14 S 0.480
15 O -0.614
16 C -0.871
17 H 0.325
18 H 0.291
19 H 0.333
20 H 0.330
21 H 0.329
22 H 0.292
23 C -0.905
24 S 0.455
25 O -0.599
26 C -0.847
27 H 0.313
28 H 0.358
29 H 0.287
30 H 0.289
31 H 0.328
32 H 0.320
33 C -0.868
34 S 0.485
35 O -0.583
36 C -0.836
37 H 0.358
38 H 0.311
39 H 0.274
40 H 0.282
41 H 0.270
42 H 0.310
43 C -0.886
44 S 0.449
45 O -0.592
46 C -0.835
47 H 0.352
48 H 0.274
49 H 0.319
50 H 0.344
51 H 0.293
52 H 0.282
53 C -0.867
54 S 0.448
55 O -0.561
56 C -0.874
57 H 0.322
58 H 0.255
59 H 0.357
60 H 0.279
61 H 0.312
62 H 0.326
63 C -0.777
64 S 0.452
65 O -0.604
66 C -0.875
67 H 0.338
68 H 0.178
69 H 0.329
70 H 0.296
71 H 0.318
72 H 0.346
73 C -0.922
74 S 0.503
75 O -0.627
76 C -0.954
77 H 0.333
78 H 0.351
79 H 0.312
80 H 0.357
81 H 0.375
82 H 0.269